# 1
DFT (ωB97M-V/def2-TZVPD) results for C42H45N4O3PRuS as an isolated structure.

Structure (XYZ):
```
97
Properties=species:S:1:pos:R:3:lowdin_charge:R:1
Ru -0.44 -1.15 0.15 1.0170
C 1.74 0.02 4.40 -0.0720
C 1.04 -1.01 3.80 -0.0825
C 1.34 -1.39 2.50 -0.1569
C 2.35 -0.72 1.79 -0.3847
C 3.09 0.26 2.44 -0.1218
C 2.79 0.63 3.74 -0.0629
P 2.44 -0.84 -0.03 1.0782
C 4.25 -0.77 -0.32 -0.3764
C 4.72 -0.19 -1.49 -0.1033
C 6.08 -0.17 -1.77 -0.0764
C 6.98 -0.74 -0.89 -0.0701
C 6.52 -1.32 0.28 -0.0668
C 5.16 -1.34 0.57 -0.1139
C 2.05 -2.60 -0.36 -0.4030
C 2.96 -3.64 -0.35 -0.0660
C 2.50 -4.92 -0.61 -0.0637
C 1.17 -5.14 -0.95 -0.0700
C 0.27 -4.09 -0.97 -0.0996
C 0.69 -2.80 -0.66 -0.2290
H 1.46 0.35 5.39 0.1066
H 0.24 -1.51 4.33 0.1006
H 0.83 -2.25 2.06 0.0583
H 3.91 0.74 1.92 0.1023
H 3.36 1.41 4.22 0.1101
H 4.02 0.26 -2.18 0.0923
H 6.43 0.29 -2.68 0.1064
H 8.04 -0.72 -1.11 0.1086
H 7.22 -1.77 0.98 0.1094
H 4.81 -1.79 1.49 0.1130
H 4.00 -3.46 -0.15 0.0984
H 3.19 -5.75 -0.56 0.1105
H 0.84 -6.14 -1.19 0.1106
H -0.76 -4.29 -1.26 0.0966
O -7.08 -6.08 0.50 0.1316
C -6.21 -5.49 -0.34 -0.4881
O -6.37 -5.55 -1.52 0.1222
C -5.08 -4.74 0.28 -0.1287
C -4.70 -4.85 1.62 -0.0215
C -3.71 -4.04 2.13 -0.1055
C -3.06 -3.11 1.31 -0.6752
S -1.95 -1.97 2.01 0.6724
C -3.37 -3.06 -0.05 -0.1314
C -4.37 -3.86 -0.55 -0.0056
H -6.85 -5.97 1.43 0.0949
H -5.16 -5.57 2.28 0.1151
H -3.43 -4.11 3.17 0.1032
H -2.82 -2.37 -0.70 0.0647
H -4.65 -3.82 -1.59 0.1227
C -0.23 5.34 2.44 0.0050
N -0.58 3.98 2.14 -0.0562
N 0.19 3.18 1.33 0.0682
C -0.26 1.88 1.43 -0.3987
O 0.26 0.97 0.75 -0.1745
C -1.33 1.91 2.35 0.0592
C -1.48 3.20 2.77 -0.2483
C -2.44 3.80 3.73 0.0012
C 1.15 3.66 0.42 -0.1957
C 0.85 4.76 -0.38 -0.0272
C 1.79 5.21 -1.29 -0.0666
C 3.00 4.56 -1.42 -0.0704
C 3.29 3.46 -0.63 -0.0546
C 2.37 3.00 0.29 0.0031
H 0.78 5.54 2.07 0.0994
H -0.26 5.51 3.51 0.1001
H -0.91 6.04 1.95 0.1024
H -1.90 1.05 2.65 0.0864
H -3.16 3.05 4.05 0.0909
H -2.96 4.64 3.28 0.0949
H -1.92 4.17 4.62 0.0930
H -0.10 5.25 -0.28 0.1138
H 1.57 6.08 -1.89 0.1097
H 3.73 4.92 -2.14 0.1089
H 4.24 2.96 -0.73 0.1058
H 2.57 2.15 0.92 0.0827
C -3.23 0.62 -4.98 -0.0564
C -2.36 1.52 -4.10 -0.2047
N -1.90 0.83 -2.91 -0.0873
C -0.66 0.10 -3.02 -0.2032
C 0.52 0.97 -2.61 -0.0768
C -2.57 0.84 -1.75 -0.4007
C -3.76 1.77 -1.62 0.0162
N -2.22 0.09 -0.76 0.0570
H -3.55 1.16 -5.86 0.0807
H -4.11 0.28 -4.44 0.0732
H -2.68 -0.26 -5.30 0.0753
H -2.91 2.42 -3.84 0.1093
H -1.48 1.82 -4.67 0.1241
H -0.55 -0.23 -4.06 0.1240
H -0.70 -0.80 -2.37 0.0815
H 0.53 1.91 -3.17 0.0785
H 1.45 0.45 -2.78 0.0576
H 0.44 1.21 -1.54 0.0316
H -3.43 2.80 -1.77 0.0936
H -4.19 1.69 -0.62 0.0871
H -4.53 1.54 -2.34 0.0900
H -2.84 0.16 0.04 0.0463
```

Results
**ΔE to the lowest compared entry with this formula, charge and spin**: 50.5 kcal per mole
**Charge**: +1
**Gap between HOMO and LUMO (alpha / beta)**: 6.14 / 6.66 eV
**2S+1**: 2
**HOMO (alpha / beta)**: -10.16 / -10.15 eV
**Expectation value of S²**: 0.780
**DFT total energy**: -79086.304 eV

=====

# 2
DFT (ωB97M-V/def2-TZVPD) results for C17H19NO4 in the gas phase.

Structure (XYZ):
```
41
Properties=species:S:1:pos:R:3:nbo_charge:R:1
C 5.15 -1.61 0.64 -0.6276
H 5.75 -0.95 1.27 0.2013
H 4.29 -1.95 1.21 0.2130
H 5.76 -2.47 0.37 0.2139
C 4.69 -0.89 -0.63 -0.2029
N 3.79 0.21 -0.35 -0.4339
C 2.44 -0.04 -0.20 0.2075
C 1.77 -0.91 -1.07 -0.2759
C 0.42 -1.12 -0.97 -0.1204
C -0.34 -0.47 0.01 -0.2285
C 0.31 0.40 0.88 -0.1362
C 1.67 0.61 0.78 -0.2528
H 2.14 1.28 1.49 0.2081
H -0.25 0.90 1.65 0.2268
C -1.78 -0.73 0.08 0.7919
O -2.40 -1.46 -0.66 -0.6073
O -2.38 -0.07 1.10 -0.4996
C -3.78 -0.19 1.14 -0.1743
C -4.43 0.59 0.00 0.5197
O -3.82 1.35 -0.71 -0.5159
C -5.86 0.34 -0.15 0.1211
C -6.75 0.86 -1.07 -0.2086
C -8.00 0.28 -0.77 -0.3224
C -7.79 -0.53 0.30 0.1252
O -6.51 -0.50 0.69 -0.3852
H -8.46 -1.16 0.86 0.2064
H -8.93 0.45 -1.28 0.2339
H -6.51 1.55 -1.85 0.2427
H -4.08 -1.25 1.07 0.2236
H -4.11 0.22 2.10 0.2186
H -0.09 -1.78 -1.65 0.2330
H 2.31 -1.41 -1.86 0.2115
C 4.37 1.36 0.32 -0.2094
C 5.64 1.87 -0.36 -0.6176
H 5.49 1.97 -1.43 0.2143
H 5.89 2.85 0.05 0.2186
H 6.48 1.21 -0.18 0.2027
H 3.63 2.17 0.27 0.2089
H 4.58 1.16 1.38 0.1736
H 4.18 -1.61 -1.27 0.2053
H 5.55 -0.52 -1.19 0.1973
```

Results
**ΔE to the lowest compared entry with this formula, charge and spin**: 59.2 kcal per mole
**Charge**: 0
**Gap between HOMO and LUMO**: 8.23 eV
**SMILES**: CCN(CC)c1ccc(C(=O)OCC(=O)c2ccco2)cc1
**HOMO**: -7.79 eV
**DFT total energy**: -27616.926 eV

=====

# 3
DFT (ωB97M-V/def2-TZVPD) results for a 2-piece molecular cluster, H6N2O overall.

Structure (XYZ):
```
9
Properties=species:S:1:pos:R:3:nbo_charge:R:1
H -0.89 2.03 0.29 0.3770
H -0.02 1.45 1.74 0.3805
H 0.71 2.15 0.47 0.3578
H 0.47 -0.09 -0.14 0.4976
H 0.20 -2.12 -1.66 0.3332
H -0.84 -2.29 -0.42 0.3300
N -0.01 1.54 0.68 -1.0821
N -0.35 -1.62 -0.95 -0.5542
O 0.73 -1.04 -0.02 -0.6400
```

Results
**ΔE to the lowest compared entry with this formula, charge and spin**: 20.1 kcal per mole
**Charge**: 0
**Gap between HOMO and LUMO**: 10.50 eV
**SMILES**: NO.N
**HOMO**: -9.52 eV
**DFT total energy**: -5123.104 eV